Version one
Entry from the Open Molecules 2025 dataset: a cluster of 2 separate species, C25H32N3O in total (the ωB97M-V functional and the def2-TZVPD basis).

Element x y z (Å)
C  -0.38  1.31  -5.25
C  -1.09  0.09  -5.84
N  -1.61  -0.76  -4.81
C  -2.65  -1.75  -5.01
C  -2.82  -2.40  -3.61
C  -1.78  -1.75  -2.76
C  -1.42  -1.85  -1.43
C  -0.34  -1.05  -0.91
C  -0.07  -1.09  0.48
C  0.84  -0.27  1.20
C  1.43  -0.77  2.42
C  2.38  -0.04  3.09
C  2.80  1.18  2.52
N  3.73  1.78  3.28
C  4.22  3.11  3.01
C  4.17  3.40  1.51
C  2.86  3.00  0.82
C  2.27  1.73  1.34
C  1.21  1.04  0.76
C  3.96  1.07  4.53
C  3.16  -0.24  4.35
C  0.41  -0.24  -1.82
C  -0.04  -0.01  -3.11
C  -1.11  -0.80  -3.56
C  0.55  0.98  -4.06
H  0.20  1.81  -6.03
H  -1.13  2.02  -4.90
H  -1.93  0.41  -6.47
H  -0.39  -0.47  -6.49
H  -3.57  -1.28  -5.38
H  -2.34  -2.50  -5.77
H  -3.84  -2.22  -3.25
H  -2.68  -3.49  -3.68
H  -1.95  -2.54  -0.77
H  -0.54  -1.90  1.04
H  1.11  -1.75  2.78
H  3.61  3.86  3.55
H  5.24  3.19  3.39
H  4.35  4.47  1.34
H  4.99  2.86  1.02
H  2.11  3.80  0.91
H  3.04  2.88  -0.25
H  0.67  1.52  -0.06
H  5.04  0.90  4.69
H  3.60  1.66  5.39
H  2.51  -0.42  5.22
H  3.86  -1.09  4.27
H  1.34  0.23  -1.51
H  1.52  0.61  -4.42
H  0.76  1.91  -3.51
O  -4.79  -1.19  4.22
C  -4.96  -2.24  3.28
C  -4.16  -1.79  2.07
N  -2.85  -1.34  2.48
H  -5.47  -1.27  4.90
H  -4.49  -3.16  3.67
H  -6.01  -2.41  3.02
H  -4.13  -2.58  1.31
H  -4.67  -0.92  1.63
H  -2.59  -1.70  3.40
H  -2.15  -1.51  1.77

## Properties
Charge = +1
Highest occupied orbital energy = -9.802 eV

Version two
Entry from the Open Molecules 2025 dataset: a structure of composition C25H32N3O (the ωB97M-V functional and the def2-TZVPD basis).

Element x y z (Å)
C  -2.16  -1.65  0.82
C  -1.62  -0.37  0.25
C  -2.46  0.80  0.41
N  -3.59  1.18  -0.27
C  -4.11  2.53  0.08
C  -5.40  2.96  -0.64
O  -5.45  2.46  -1.97
C  -5.43  1.03  -1.98
C  -4.10  0.47  -1.43
H  -3.26  -1.78  0.74
H  -1.71  -2.52  0.34
H  -1.97  -1.73  1.92
H  -1.19  -0.48  -0.76
H  -2.26  1.48  1.28
H  -4.33  2.57  1.16
H  -3.35  3.29  -0.15
H  -6.28  2.63  -0.06
H  -5.43  4.06  -0.77
H  -6.29  0.64  -1.39
H  -5.59  0.79  -3.04
H  -3.38  0.53  -2.27
H  -4.27  -0.59  -1.21
C  3.73  5.12  -0.57
N  3.76  3.74  -1.03
C  4.75  3.52  -2.07
C  2.88  2.75  -0.66
C  2.76  1.55  -1.40
C  1.94  0.52  -0.96
C  1.16  0.60  0.23
C  0.34  -0.56  0.70
C  1.06  -1.83  0.70
C  0.77  -2.94  1.61
C  -0.04  -3.07  2.75
C  -0.32  -4.37  3.23
C  0.24  -5.51  2.64
C  1.15  -5.39  1.57
C  1.41  -4.09  1.12
N  2.26  -3.70  0.08
C  3.14  -4.59  -0.68
C  2.15  -2.35  -0.09
C  1.27  1.82  0.94
C  2.05  2.88  0.50
H  3.10  5.23  0.31
H  4.75  5.43  -0.32
H  3.35  5.78  -1.36
H  5.25  2.56  -1.96
H  4.32  3.56  -3.08
H  5.51  4.30  -1.99
H  3.31  1.46  -2.33
H  1.88  -0.36  -1.57
H  -0.05  -0.36  1.73
H  -0.43  -2.17  3.22
H  -1.01  -4.46  4.08
H  -0.04  -6.50  3.03
H  1.61  -6.27  1.12
H  2.88  -5.63  -0.44
H  3.01  -4.43  -1.76
H  4.19  -4.42  -0.43
H  2.82  -1.87  -0.77
H  0.70  1.96  1.85
H  2.04  3.83  1.04

## Properties
Charge = +1
Highest occupied orbital energy = -9.624 eV

Result of the stability comparison: version two is the least stable of them.

Version one
Entry from the Open Molecules 2025 dataset: a cluster of 2 separate species, C10H15NO in total (the ωB97M-V functional and the def2-TZVPD basis).

Element x y z (Å)
C  -3.77  0.55  -1.93
C  -0.22  2.15  -0.13
C  -0.53  0.80  0.00
C  -1.02  2.97  -0.94
C  -1.69  0.26  -0.49
C  -2.18  2.38  -1.44
C  -2.57  1.05  -1.22
H  0.82  2.42  -0.03
H  0.05  0.09  0.58
H  -0.82  4.02  -1.07
H  -2.00  -0.78  -0.48
H  -2.85  3.02  -2.00
H  -3.66  -0.17  -2.74
H  -4.37  1.37  -2.34
H  -4.53  0.05  -1.32
C  2.35  -1.84  1.88
C  1.82  -3.22  1.49
C  3.13  -1.15  0.79
O  3.95  -1.69  0.10
N  2.96  0.22  0.72
H  1.48  -1.25  2.18
H  2.93  -1.90  2.80
H  0.82  -3.15  1.06
H  1.66  -3.84  2.38
H  3.47  0.73  0.01
H  2.26  0.72  1.23
H  2.53  -3.80  0.91

## Properties
SMILES = Cc1ccccc1.CCC(N)=O
Charge = 0
Highest occupied orbital energy = -9.229 eV

Version two
Entry from the Open Molecules 2025 dataset: the molecule C10H15NO (the ωB97M-V functional and the def2-TZVPD basis).

Element x y z (Å)
C  1.73  0.81  -0.49
C  1.78  -0.96  1.42
C  2.20  2.52  -2.53
C  0.72  2.54  -2.25
C  1.64  1.68  -1.46
C  -0.26  1.91  -3.20
C  -0.28  -2.04  0.59
C  -0.44  -0.27  2.36
C  0.56  -2.51  2.90
C  0.39  -1.44  1.83
N  1.74  0.01  0.43
O  2.83  -1.38  1.85
H  2.55  2.02  -3.42
H  2.80  3.37  -2.24
H  0.33  3.41  -1.73
H  -0.61  2.64  -3.93
H  -1.13  1.53  -2.66
H  0.20  1.08  -3.74
H  -1.23  -2.49  0.86
H  -0.46  -1.27  -0.16
H  0.35  -2.81  0.14
H  -1.43  -0.61  2.63
H  -0.53  0.52  1.61
H  0.03  0.16  3.25
H  1.11  -3.36  2.50
H  -0.41  -2.85  3.25
H  1.12  -2.12  3.75

## Properties
SMILES = C[C@@H]1CC1=C=NC(=O)C(C)(C)C
Charge = 0
Highest occupied orbital energy = -8.290 eV

Result of the stability comparison: version two is the least stable of them.

Version one
Entry from the Open Molecules 2025 dataset: a cluster of 2 separate species, C10H15NO in total (the ωB97M-V functional and the def2-TZVPD basis).

Element x y z (Å)
C  0.57  -0.82  -0.55
C  0.49  -1.09  -2.07
C  1.03  0.59  -0.28
C  0.05  1.60  -0.24
C  2.31  0.92  0.13
C  0.43  2.92  -0.18
C  2.70  2.25  0.25
C  1.78  3.25  -0.04
H  -0.41  -0.99  -0.11
H  1.23  -1.52  -0.04
H  -0.07  -0.28  -2.54
H  -0.99  1.29  -0.18
H  3.08  0.18  0.34
H  -0.28  3.74  -0.20
H  3.62  2.58  0.72
H  2.13  4.26  -0.21
H  -0.17  -1.95  -2.21
H  1.45  -1.39  -2.47
C  -1.49  -1.46  1.99
C  -2.60  -1.32  0.94
O  -3.45  -0.47  0.90
N  -2.62  -2.43  0.10
H  -1.95  -1.41  2.97
H  -0.75  -0.66  1.90
H  -3.41  -2.64  -0.49
H  -1.73  -2.76  -0.22
H  -0.97  -2.38  1.79

## Properties
SMILES = CCc1ccccc1.CC(N)=O
Charge = 0
Highest occupied orbital energy = -8.995 eV

Version two
Entry from the Open Molecules 2025 dataset: a cluster of 2 separate species, C10H15NO in total (the ωB97M-V functional and the def2-TZVPD basis).

Element x y z (Å)
C  -0.83  1.21  -2.27
C  0.32  -2.80  -1.66
C  1.24  -1.83  -1.29
C  -0.80  -2.47  -2.45
C  0.88  -0.51  -1.52
C  -1.10  -1.17  -2.80
C  -0.31  -0.18  -2.17
H  0.61  -3.84  -1.89
H  2.10  -2.06  -0.66
H  -1.25  -3.26  -3.02
H  1.37  0.33  -0.99
H  -1.85  -0.92  -3.55
H  -1.72  1.15  -1.64
H  -1.02  1.62  -3.26
H  -0.17  1.96  -1.77
C  0.90  0.59  2.22
C  0.34  0.03  3.58
C  -0.21  1.50  1.75
O  -1.16  1.03  1.19
N  -0.07  2.86  2.06
H  1.88  0.99  2.56
H  1.20  -0.15  1.50
H  0.97  -0.76  4.02
H  -0.48  -0.59  3.25
H  -0.72  3.42  1.52
H  -0.11  3.01  3.06
H  -0.03  0.84  4.22

## Properties
SMILES = Cc1ccccc1.CCC(N)=O
Charge = 0
Highest occupied orbital energy = -8.689 eV

Result of the stability comparison: version two is the least stable of them.

Version one
Entry from the Open Molecules 2025 dataset: the molecule C2H4NOP (the ωB97M-V functional and the def2-TZVPD basis).

Element x y z (Å)
C  -0.32  -1.27  -0.10
C  0.10  0.40  -0.43
N  -1.52  -1.50  0.00
O  -2.34  -0.43  0.00
P  -1.58  1.05  -0.01
H  0.30  -2.04  -0.19
H  0.75  0.84  0.23
H  0.56  0.26  -1.39
H  -1.33  1.28  1.31

## Properties
SMILES = C1=NOPC1
Charge = 0
Highest occupied orbital energy = -9.310 eV

Version two
Entry from the Open Molecules 2025 dataset: a cluster of 2 separate species, C2H4NOP in total (the ωB97M-V functional and the def2-TZVPD basis).

Element x y z (Å)
C  0.14  1.16  0.14
C  -0.08  -0.24  -0.01
N  1.35  1.56  0.02
O  2.29  0.52  -0.17
P  1.58  -1.00  0.00
H  -0.60  1.89  0.43
H  -0.89  -0.61  0.62
H  -0.48  -0.02  -1.82
H  1.83  -1.40  1.41

## Properties
Charge = 0
Highest occupied orbital energy (spin up / spin down) = -8.938 / -8.937 eV

Result of the stability comparison: version two is the least stable of them.

Version one
Entry from the Open Molecules 2025 dataset: a cluster of 2 separate species, FH3P2S2 in total (the ωB97M-V functional and the def2-TZVPD basis).

Element x y z (Å)
F  -0.70  0.44  -0.61
P  -1.12  -0.95  0.24
P  2.00  0.34  0.74
S  2.53  -1.44  0.11
S  2.69  1.75  -0.60
H  -2.43  -0.77  -0.04
H  -1.27  -0.14  1.56
H  3.84  1.14  -0.99

## Properties
SMILES = S=PS.FP
Charge = 0
Highest occupied orbital energy = -9.016 eV

Version two
Entry from the Open Molecules 2025 dataset: the molecule FH3P2S2 (the ωB97M-V functional and the def2-TZVPD basis).

Element x y z (Å)
F  2.09  1.53  -0.41
P  -0.54  -0.03  0.01
P  1.94  0.33  0.67
S  3.05  -1.04  -0.07
S  -2.56  -0.03  -0.55
H  -0.84  0.97  0.88
H  -0.62  -0.87  1.15
H  -2.52  -0.87  -1.69

## Properties
SMILES = FP(=S)=[PH2]S
Charge = 0
Highest occupied orbital energy = -9.254 eV

Result of the stability comparison: version one is the least stable of them.